Version a
ORCA calculation (the ωB97M-V functional and the def2-TZVPD basis) on one molecule with the formula H3N3O2.

The geometry in XYZ format:
```
8
Properties=species:S:1:pos:R:3
N 0.929 0.464 -0.055
N -1.024 -0.496 -0.207
N 0.317 -0.631 -0.031
O 0.869 -1.792 -0.011
O 2.295 0.212 -0.086
H -1.097 0.383 -0.583
H -1.631 -1.122 -0.672
H 2.555 1.106 -0.061
```

Values from the calculation:
net charge	0

Version b
ORCA calculation (the ωB97M-V functional and the def2-TZVPD basis) on a 2-piece molecular cluster, H3N3O2 overall.

The geometry in XYZ format:
```
8
Properties=species:S:1:pos:R:3
N 0.598 1.002 0.389
N -0.132 -0.105 0.570
N -0.552 -0.750 -0.497
O -0.367 -0.162 -1.579
O -0.965 -1.854 -0.285
H 1.295 0.996 -0.419
H 0.064 1.736 0.118
H 0.059 -0.862 1.704
```

Values from the calculation:
net charge	0

Version c
ORCA calculation (the ωB97M-V functional and the def2-TZVPD basis) on H3N3O2 as an isolated structure.

The geometry in XYZ format:
```
8
Properties=species:S:1:pos:R:3
N -1.272 0.968 -0.030
N 1.223 0.513 -0.288
N 0.090 -0.189 -0.522
O -0.120 -1.402 0.283
O -2.221 0.449 0.350
H 1.059 1.605 -0.173
H 1.538 0.056 0.693
H -0.298 -2.000 -0.313
```

Values from the calculation:
net charge	0

Relative energy table, unit kJ/mol: version a 0.0; version b 92.3; version c 149.0